(1)
The following is a DFT calculation (wB97M-V/def2-TZVPD) of a structure of composition C7H6N3PdS3Se.

Geometry as XYZ:
```
21
Properties=species:S:1:pos:R:3:forces:R:3:mulliken_spin:R:1
Pd -1.66074 -0.06714 -0.31856 0.24 0.08 -0.15 1.16
S -1.08492 2.88994 3.06800 -0.08 0.00 -0.04 1.00
C -1.57016 1.81053 1.86096 0.04 0.28 0.19 -0.09
S -1.60330 0.15070 2.12952 0.02 -0.39 0.09 0.43
S -1.96350 2.31900 0.29128 -0.02 -0.01 -0.19 0.45
N 0.46201 -2.39626 -0.47088 0.02 0.08 0.00 0.00
C 1.14759 -1.22279 -0.44153 -0.05 -0.22 0.01 0.00
C 2.55177 -1.24216 -0.42201 0.07 -0.03 -0.02 0.01
C 3.23727 -0.05986 -0.38934 0.11 0.00 0.02 0.00
C 2.53416 1.14871 -0.37622 0.04 -0.02 -0.01 0.00
C 1.17166 1.09116 -0.39721 -0.16 0.03 -0.08 0.01
N 0.46946 -0.06737 -0.43312 0.04 0.04 0.07 0.01
H 0.95817 -3.26794 -0.46528 0.02 -0.01 0.01 0.00
H -0.54012 -2.44147 -0.46067 -0.03 0.05 0.01 0.00
H 3.06878 -2.19258 -0.43259 -0.02 0.02 0.00 0.00
H 4.31946 -0.06613 -0.37227 -0.02 0.01 0.00 0.00
H 3.03792 2.10321 -0.35487 -0.01 -0.01 0.00 0.00
H 0.57473 1.99062 -0.39847 0.01 0.03 0.02 0.00
Se -6.58814 0.15962 -0.41056 0.11 -0.04 -0.03 0.96
C -4.82323 -0.20238 -0.55754 -0.46 0.00 -0.01 -0.10
N -3.69887 -0.43740 -0.64865 0.12 0.11 0.13 0.16
```
Positions in Å, forces in eV/Å.

As for the expectation value of S²: 6.02. Its spin multiplicity is 5. The total energy is -113149.74931 eV. As for the net charge: +1. The orbital gap (alpha / beta) comes out at 8.23 / 5.14 eV.



(2)
The following is a DFT calculation (wB97M-V/def2-TZVPD) of the molecule C7H6N4 in a non-equilibrium geometry.

Geometry as XYZ:
```
17
Properties=species:S:1:pos:R:3:forces:R:3:mulliken_charge:R:1
C 2.99618 -0.68647 -0.05216 -0.56 0.14 -1.60 -0.98
C 1.55185 -0.12442 -0.04767 0.59 -0.27 1.96 0.64
C 1.18898 1.28663 0.26646 -0.54 0.26 -1.16 -0.19
N -0.03171 1.75573 0.02061 0.30 -2.09 0.28 -0.55
C -1.07425 0.75439 -0.22914 3.10 2.72 1.11 0.57
C -2.44669 1.19864 -0.14879 1.53 -4.24 -0.55 -0.19
N -3.27727 0.19334 0.07192 -1.70 2.55 -1.01 -0.55
C -2.87477 -1.07537 0.11110 -0.50 -0.08 0.89 0.00
N -1.69482 -1.53757 0.11382 4.44 0.63 -1.51 -0.57
C -0.67005 -0.57989 -0.13064 -2.40 -1.44 1.02 0.26
N 0.63016 -1.03973 -0.12822 -1.15 1.09 -0.43 -0.42
H 3.60529 -0.49826 0.82596 -0.27 0.34 0.30 0.32
H 3.48225 -0.12570 -0.90928 -0.10 -1.07 0.79 0.26
H 2.96105 -1.82485 -0.19625 -0.03 1.89 -0.11 0.27
H 1.97773 2.00091 0.67992 -1.17 -0.97 -0.83 0.33
H -2.75090 2.17553 -0.46504 -0.29 0.52 0.64 0.40
H -3.57306 -1.87290 0.21739 -1.27 0.04 0.22 0.41
```
Positions in Å, forces in eV/Å.

The relative energy (zero: lowest compared OMol25 entry of this formula, charge and spin) comes out at 22.1 kcal per mole. As for the structure (SMILES): Cc1cnc2cncnc2n1. The total energy is -13315.13473 eV. The orbital gap comes out at 9.08 eV.



(3)
The following is a DFT calculation (wB97M-V/def2-TZVPD) of the molecule C7H6N4 in a non-equilibrium geometry.

Geometry as XYZ:
```
17
Properties=species:S:1:pos:R:3:forces:R:3:mulliken_charge:R:1
C 3.21020 -0.46604 -0.02895 -1.80 -0.98 2.75 -0.90
C 1.71217 -0.15384 -0.02730 5.04 2.08 -0.90 0.67
N 1.63984 1.25616 0.13120 -5.58 -0.41 0.15 -0.41
N 0.38074 1.68824 0.15343 2.16 -0.68 -0.94 -0.34
C -0.68883 0.78931 -0.08487 1.51 -0.31 0.98 0.57
C -1.97960 1.31901 -0.05775 0.29 2.49 -1.26 -0.16
C -3.01562 0.42870 -0.02651 -0.96 -0.20 -0.97 -0.22
N -2.91511 -0.90861 0.15024 3.47 -0.08 -0.65 -0.54
C -1.61296 -1.39927 0.07166 -2.77 -2.24 1.74 -0.34
C -0.47018 -0.62845 -0.12420 0.97 1.76 0.79 0.41
N 0.88053 -1.08228 -0.11072 -4.13 -0.76 -0.18 -0.51
H 3.44660 -0.02817 1.00122 0.60 -1.00 -1.36 0.24
H 3.28366 -1.55437 -0.10345 0.42 0.18 0.41 0.29
H 3.81112 -0.02647 -0.76843 0.43 0.98 -1.01 0.31
H -2.12459 2.48975 -0.27814 0.29 -2.94 0.92 0.26
H -3.99715 0.79320 -0.32031 -0.18 -0.09 0.73 0.35
H -1.56082 -2.51687 0.42289 0.23 2.17 -1.23 0.33
```
Positions in Å, forces in eV/Å.

The relative energy (zero: lowest compared OMol25 entry of this formula, charge and spin) comes out at 49.5 kcal per mole. As for the structure (SMILES): Cc1nnc2ccncc2n1. The total energy is -13313.94685 eV. The orbital gap comes out at 8.46 eV.



(4)
The following is a DFT calculation (wB97M-V/def2-TZVPD) of a cluster of 2 separate species, C7H6N4O in total in a non-equilibrium geometry.

Geometry as XYZ:
```
18
Properties=species:S:1:pos:R:3:forces:R:3:mulliken_charge:R:1
C -1.34891 -0.47052 0.63229 -1.44 -0.48 1.45 0.95
C -0.68233 0.88882 2.27006 0.47 -1.50 -2.76 -0.21
C 0.61060 1.03444 0.33102 -4.12 -3.91 4.20 0.19
C 1.91451 0.65731 -1.48844 -2.24 -0.53 -0.53 -0.29
C 1.23215 -0.42751 -1.93491 2.75 -2.13 0.44 -0.56
C 0.06083 -0.89910 -1.20866 -3.43 0.39 -2.94 0.62
C -0.20447 -0.13824 -0.00588 2.47 1.06 -3.23 -0.07
H -2.11334 -2.14277 -0.30956 0.28 0.22 -0.10 0.28
H -2.52956 -1.57850 1.67334 0.03 0.31 -5.33 0.41
H -0.74324 1.15442 3.27391 -0.21 0.59 1.57 0.45
H 2.09112 2.20147 -0.20277 1.68 2.03 1.00 0.24
H 2.74045 1.02105 -1.96768 2.19 0.55 -1.23 0.44
H 1.80766 -1.23284 -2.55099 -1.34 2.01 0.55 0.26
N -2.26664 -1.37054 0.32291 -1.88 -2.54 4.44 -0.60
N -1.68938 0.03460 1.81379 4.15 4.38 2.60 -0.61
N 0.49288 1.34735 1.65104 -2.37 0.74 -0.27 -0.64
N 1.46671 1.54573 -0.51301 -0.21 -2.28 -1.62 -0.12
O -0.83904 -1.62518 -1.78647 3.22 1.10 1.76 -0.74
```
Positions in Å, forces in eV/Å.

The relative energy (zero: lowest compared OMol25 entry of this formula, charge and spin) comes out at 78.0 kcal per mole. The total energy is -15361.04606 eV. The orbital gap comes out at 9.04 eV.



(5)
The following is a DFT calculation (wB97M-V/def2-TZVPD) of the ion C7H6NO2 with charge -1 in a non-equilibrium geometry.

Geometry as XYZ:
```
16
Properties=species:S:1:pos:R:3:forces:R:3:mulliken_charge:R:1
C 3.14305 0.49453 -0.27675 3.28 -0.65 -2.42 -1.01
C 1.92818 0.23475 -0.07048 -2.06 -1.29 0.32 0.00
C 0.66889 -0.01875 0.09201 -3.28 1.11 0.62 0.61
C -0.14480 -1.31033 0.21193 -1.32 2.18 2.58 -0.59
C -1.69274 -1.23005 -0.06310 0.34 -1.56 -0.77 0.47
O -2.25899 -2.37396 -0.02907 0.63 2.17 -0.28 -0.77
C -2.24790 0.05193 -0.18173 -1.20 -2.81 -0.08 -0.73
C -1.58166 1.22679 -0.00681 2.89 -1.11 -0.04 0.30
O -1.99395 2.34982 -0.10360 -1.20 2.68 0.00 -0.72
N -0.18370 1.11143 0.30052 0.73 0.90 -0.14 -0.21
H 3.91042 0.50912 0.44336 0.65 0.40 1.37 0.28
H 3.61237 0.33673 -1.28033 -0.62 0.65 0.37 0.20
H -0.47268 -1.42812 1.32794 1.95 -0.38 -1.32 0.11
H 0.38014 -2.08857 -0.25361 0.20 -1.51 -0.23 0.39
H -3.30224 0.08797 -0.29340 -0.85 0.14 -0.14 0.42
H 0.23562 2.04672 0.18314 -0.15 -0.93 0.16 0.27
```
Positions in Å, forces in eV/Å.

The relative energy (zero: lowest compared OMol25 entry of this formula, charge and spin) comes out at 16.6 kcal per mole. As for the structure (SMILES): C=C=C1CC(=O)C=C([O-])N1. The total energy is -12940.52161 eV. As for the net charge: -1. The orbital gap comes out at 7.28 eV.



(6)
The following is a DFT calculation (wB97M-V/def2-TZVPD) of a cluster of 2 separate species, C7H6NO3 in total in a non-equilibrium geometry.

Geometry as XYZ:
```
17
Properties=species:S:1:pos:R:3:forces:R:3:mulliken_charge:R:1
C 1.41557 1.73583 -0.06577 0.96 0.03 0.87 -0.28
C -1.42390 0.32726 -0.69345 -1.40 -2.78 -0.79 0.37
C 2.03208 2.91599 0.15286 -0.23 -0.92 -2.95 -1.00
C 1.10659 0.45974 -0.13876 1.24 1.87 0.16 0.35
C 2.76816 -1.04005 0.07147 -0.56 -0.05 -4.03 0.75
C -1.85879 -1.18455 -0.81818 1.04 1.44 2.35 -0.73
C -0.42153 -1.51614 -0.39487 -0.44 0.94 -0.13 -0.54
N -0.15829 -0.03665 -0.36668 0.18 -1.68 0.41 0.23
O 3.05835 -1.11828 1.18945 0.26 0.16 2.60 -0.49
O -2.11205 1.28045 -0.89779 0.32 1.82 0.12 -0.65
O 2.95203 -1.40044 -1.06811 -0.36 0.40 1.09 -0.55
H 2.39219 3.48069 -0.77324 -0.46 -0.63 1.34 0.15
H 2.39008 3.28312 1.08194 -0.21 0.23 0.88 0.28
H -2.72045 -1.48494 -0.28055 -0.61 -0.15 1.30 0.30
H -2.02446 -1.57470 -1.73717 -0.49 -0.54 -3.35 0.28
H -0.27158 -1.96674 0.61808 0.19 0.04 -1.17 0.32
H 0.02954 -1.96226 -1.30751 0.58 -0.18 1.31 0.23
```
Positions in Å, forces in eV/Å.

The relative energy (zero: lowest compared OMol25 entry of this formula, charge and spin) comes out at 43.8 kcal per mole. The total energy is -14986.94165 eV. As for the net charge: -1. The orbital gap comes out at 7.30 eV.



(7)
The following is a DFT calculation (wB97M-V/def2-TZVPD) of a structure of composition C7H6O in a non-equilibrium geometry.

Geometry as XYZ:
```
14
Properties=species:S:1:pos:R:3:forces:R:3:mulliken_charge:R:1
C -0.50190 1.74758 0.00514 1.36 -2.62 0.47 -1.19
C 0.78368 1.28347 0.01811 -0.12 2.48 -1.25 -0.21
C -1.49668 0.73248 0.07562 -0.28 0.06 -0.20 0.34
C -0.30835 -0.85365 0.00486 -1.15 -0.93 0.08 -0.78
C 0.81381 -0.12762 0.02037 -0.46 -0.63 0.21 0.88
C -2.41593 -0.08384 0.02766 1.53 0.18 0.05 0.60
C 1.98857 -1.01486 0.12606 -0.45 -0.07 -1.92 -1.38
O -3.30476 -1.00232 0.12326 -0.04 -1.62 -1.85 -0.47
H -0.74795 2.71925 -0.00538 -0.91 3.35 -0.16 0.49
H 1.66439 2.00395 -0.22107 -1.50 -1.51 0.88 0.27
H 1.64445 -2.00636 -0.14105 0.45 -0.30 -0.33 0.37
H 2.79443 -0.63830 -0.47166 0.53 -0.18 -0.66 0.37
H 2.32382 -1.06712 1.08764 0.97 -0.07 2.80 0.33
H -3.23758 -1.69267 -0.64958 0.07 1.85 1.89 0.40
```
Positions in Å, forces in eV/Å.

The relative energy (zero: lowest compared OMol25 entry of this formula, charge and spin) comes out at 128.5 kcal per mole. The total energy is -9396.64802 eV. The orbital gap comes out at 8.58 eV.